{
  "formula": "C24H24AlBrN6O4SSbSe4",
  "method": "ωB97M-V/def2-TZVPD",
  "species": ["Al", "N", "N", "C", "N", "N", "N", "O", "O", "H", "H", "H", "H", "H", "O", "N", "C", "C", "C", "C", "C", "H", "H", "H", "H", "H", "O", "S", "C", "C", "C", "C", "C", "C", "C", "C", "C", "C", "C", "C", "H", "H", "H", "H", "H", "H", "H", "H", "H", "H", "Br", "C", "C", "C", "C", "C", "C", "H", "H", "H", "H", "Se", "Sb", "Se", "Se", "Se"],
  "coordinates": [[-1.009093, -0.451391, 0.036959], [-1.823201, 0.158720, 1.828821], [-3.002602, 0.898498, 1.724074], [-3.394206, 1.179918, 0.475889], [-4.469373, 1.959318, 0.203711], [-2.651881, 0.604379, -0.454837], [-2.651862, 0.919177, -1.752213], [-3.311610, 1.899769, -2.225167], [-1.668255, 0.359926, -2.400643], [-1.984169, -0.764014, 2.283639], [-1.197551, 0.653671, 2.508090], [-3.564933, 0.992395, 2.582349], [-4.798146, 2.578094, 0.924748], [-4.444807, 2.292602, -0.760587], [0.410222, -1.125175, 0.851810], [1.300118, -1.096388, 1.829123], [1.694088, -2.264105, 2.364914], [2.624041, -2.277039, 3.376792], [3.114250, -1.071952, 3.871347], [2.665224, 0.111943, 3.316497], [1.737122, 0.074828, 2.294530], [1.219302, -3.142808, 1.959689], [2.927467, -3.219644, 3.806197], [3.788832, -1.056051, 4.712814], [2.954827, 1.071743, 3.710285], [1.305628, 0.959082, 1.851167], [-0.052701, 1.015104, -0.543585], [-0.055970, 1.691816, -1.909928], [1.027544, 0.655657, -2.892042], [1.412029, -0.577090, -2.395254], [2.336279, -1.339420, -3.084494], [2.845043, -0.888851, -4.293262], [2.405743, 0.317408, -4.817612], [1.498189, 1.095032, -4.121063], [1.337512, 2.866456, -1.569810], [1.357129, 4.049948, -2.291593], [2.345716, 4.991659, -2.054675], [3.299378, 4.757932, -1.076223], [3.278443, 3.575921, -0.352189], [2.309889, 2.622830, -0.616015], [0.979717, -0.939390, -1.473495], [2.662638, -2.286923, -2.679624], [3.575261, -1.477026, -4.831540], [2.776040, 0.655348, -5.775430], [1.162704, 2.041514, -4.519735], [0.581139, 4.234867, -3.024231], [2.363451, 5.911082, -2.625450], [4.059107, 5.500597, -0.872442], [4.015587, 3.399684, 0.420046], [2.291630, 1.693829, -0.066042], [-3.914416, -6.421506, -1.018166], [-3.024951, -4.738926, -0.801741], [-1.678242, -4.632638, -1.085310], [-1.064701, -3.394028, -0.960134], [-1.749812, -2.248317, -0.548362], [-3.104648, -2.429893, -0.254932], [-3.751616, -3.648445, -0.374981], [-1.115501, -5.507850, -1.384859], [-0.004790, -3.336232, -1.183486], [-3.687554, -1.586886, 0.090999], [-4.800663, -3.739708, -0.130939], [-1.231703, -2.432271, 3.807158], [-1.563970, -0.474002, 5.392646], [-0.093969, 1.373989, 4.416413], [-0.931465, -0.995078, 7.701024], [-3.862933, 0.398289, 4.880334]],
  "forces_ev_per_angstrom": [[-1.976, 0.325, 0.549], [0.500, -0.489, -0.110], [-0.387, 0.287, -0.434], [0.316, -0.072, -0.318], [-0.021, -0.060, 0.002], [0.407, -0.340, 1.060], [-1.288, 0.099, -0.804], [-0.148, 0.511, -0.272], [0.550, -0.524, -0.464], [-0.176, -0.020, 0.370], [0.018, -0.027, 0.019], [0.050, -0.114, 0.306], [0.107, -0.036, 0.090], [-0.049, -0.051, 0.108], [1.005, -1.012, -0.044], [0.069, 0.490, -0.068], [-0.111, -0.379, 0.224], [0.025, 0.135, -0.067], [-0.083, 0.157, -0.267], [0.235, -0.291, 0.194], [-0.118, 0.285, 0.099], [-0.033, 0.071, -0.033], [-0.114, -0.038, -0.013], [0.089, -0.016, 0.036], [-0.016, 0.037, 0.005], [0.016, -0.103, -0.047], [0.532, 0.030, 0.393], [0.951, 0.887, -0.540], [-0.091, -0.265, -0.334], [-0.282, 0.135, 0.209], [0.159, -0.073, -0.233], [-0.018, -0.029, 0.075], [0.018, 0.037, -0.107], [-0.115, 0.047, 0.145], [-0.187, -0.051, 0.073], [-0.215, -0.154, 0.007], [0.082, 0.042, -0.039], [0.067, 0.121, -0.043], [0.041, -0.034, -0.040], [-0.034, -0.122, 0.160], [0.236, -0.049, 0.086], [-0.045, -0.065, 0.037], [0.017, -0.051, -0.027], [0.026, 0.046, -0.049], [0.011, 0.091, -0.058], [-0.057, 0.063, -0.043], [-0.014, 0.036, 0.016], [0.018, 0.043, 0.006], [0.017, -0.034, 0.006], [-0.029, -0.076, 0.067], [0.096, 0.042, 0.026], [-0.130, -0.088, -0.014], [0.077, -0.137, -0.117], [0.082, 0.160, 0.048], [0.228, 0.364, 0.302], [0.076, 0.161, -0.059], [-0.125, -0.073, -0.033], [-0.004, 0.023, -0.056], [0.101, -0.012, 0.034], [-0.106, 0.015, 0.044], [-0.020, -0.041, 0.012], [-0.104, 0.231, 0.363], [0.138, 0.082, -0.673], [-0.247, -0.070, 0.249], [-0.140, 0.089, -0.240], [0.123, -0.142, 0.228]],
  "relative_energy_kj_mol": 169.2,
  "s2": 0.757,
  "charge": -2,
  "energy_ev": -397805.8901,
  "e_homo_ev": -1.03,
  "orbital_gap_ha": 0.164,
  "multiplicity": 2,
  "fmax_ha_per_bohr": 0.04038
}